P | Here is the molecule C4H9NO3 from the Open Molecules 2025 dataset. Energies are from ωB97M-V/def2-TZVPD.

Calculated values
HOMO level	-8.7	eV
orbital gap	9.377	eV
structure (SMILES)	[NH3+][C@]([O-])(O)C[C@H]1CO1

```
! RIJCOSX wB97M-V def2-TZVPD def2/J DEFGRID3
* xyz 0 1
N 0.387 -0.191 1.736
C 1.292 0.222 0.462
O 2.501 -0.109 0.659
O 1.037 1.712 0.568
C 0.566 -0.368 -0.758
C -0.790 0.219 -1.051
C -1.944 -0.618 -1.374
O -1.820 -0.025 -0.085
H 0.712 -1.076 2.119
H -0.613 -0.275 1.532
H 0.469 0.744 2.308
H 1.849 2.078 0.932
H 1.221 -0.188 -1.622
H 0.493 -1.455 -0.614
H -0.788 1.247 -1.425
H -2.750 -0.213 -1.991
H -1.824 -1.705 -1.398
*
```

=====

Q | Here is the molecule C4H9NO3 from the Open Molecules 2025 dataset. Energies are from ωB97M-V/def2-TZVPD.

Calculated values
HOMO level	-9.7	eV
orbital gap	10.307	eV
structure (SMILES)	C[C@@](O)(CN)C(=O)O

```
! RIJCOSX wB97M-V def2-TZVPD def2/J DEFGRID3
* xyz 0 1
C 0.209 -0.779 1.440
C 0.432 -0.530 -0.049
O 1.134 -1.592 -0.642
C -0.827 -0.242 -0.885
N -1.717 0.706 -0.335
C 1.209 0.775 -0.351
O 2.402 0.716 -0.619
O 0.660 1.858 0.256
H -0.302 0.049 1.925
H 1.181 -0.882 1.918
H -0.369 -1.692 1.573
H 2.037 -1.253 -0.792
H -1.269 -1.172 -1.248
H -0.127 0.430 -1.699
H -2.532 0.881 -0.908
H -1.960 0.602 0.642
H -0.162 2.125 -0.226
*
```

=====

R | Here is the molecule C4H9NO3 from the Open Molecules 2025 dataset. Energies are from ωB97M-V/def2-TZVPD.

Calculated values
HOMO level	-9.9	eV
orbital gap	10.448	eV
structure (SMILES)	C[C@@H](O)[C@H](N)C(=O)O

```
! RIJCOSX wB97M-V def2-TZVPD def2/J DEFGRID3
* xyz 0 1
C -1.768 -0.104 -0.320
C -0.493 -0.989 -0.533
O -0.279 -1.108 -1.945
C 0.744 -0.203 0.183
N 0.894 -0.206 1.607
C 0.955 1.246 -0.320
O 0.822 1.611 -1.475
O 1.487 1.952 0.676
H -2.568 -0.662 -0.816
H -1.642 0.903 -0.743
H -1.952 -0.112 0.743
H -0.750 -1.956 -0.106
H 0.223 -0.241 -2.130
H 1.610 -0.710 -0.246
H 0.824 -1.093 2.117
H 0.180 0.395 1.982
H 1.713 1.277 1.327
*
```

=====

Energies in kJ/mol, measured from the most stable structure: P 156.6; Q 81.2; R 0.0.

=====

P | Here is a structure of composition C4H9NO3 from the Open Molecules 2025 dataset. Energies are from ωB97M-V/def2-TZVPD.

Calculated values
HOMO level	-9.8	eV
orbital gap	10.258	eV

```
! RIJCOSX wB97M-V def2-TZVPD def2/J DEFGRID3
* xyz 0 1
C 1.145 -0.723 1.452
C 1.046 -0.668 -0.087
C 0.041 0.413 -0.560
C -1.460 -0.066 -0.026
H 1.907 -1.523 1.690
H 0.019 -1.073 2.103
H 1.400 0.279 1.629
H 0.581 -1.287 -0.639
H 2.107 -0.214 -1.607
H 0.287 0.260 -1.633
H -0.065 2.530 -0.363
H 1.384 2.016 -0.355
H -2.544 -1.237 -0.523
N 0.418 1.748 0.061
O 2.318 -0.222 -0.599
O -1.780 -1.108 -0.764
O -2.118 0.614 0.687
*
```

=====

Q | Here is the molecule C4H9NO3 from the Open Molecules 2025 dataset. Energies are from ωB97M-V/def2-TZVPD.

Calculated values
HOMO level	-10.0	eV
orbital gap	10.944	eV
structure (SMILES)	COCO/N=C\CO

```
! RIJCOSX wB97M-V def2-TZVPD def2/J DEFGRID3
* xyz 0 1
C -1.712 0.929 0.743
O -1.825 0.426 -0.546
C -1.447 -0.901 -0.644
O -0.035 -1.146 -0.690
N 0.540 -1.269 0.582
C 1.677 -0.635 0.668
C 2.196 0.261 -0.444
O 1.355 1.411 -0.501
H -2.111 1.943 0.726
H -0.709 0.835 1.137
H -2.418 0.391 1.412
H -1.821 -1.543 0.215
H -1.889 -1.268 -1.626
H 2.282 -0.903 1.551
H 2.173 -0.150 -1.463
H 3.201 0.669 -0.302
H 0.541 0.949 -0.817
*
```

=====

Energies in kJ/mol, measured from the most stable structure: P 42.7; Q 0.0.

=====

P | Here is a cluster of 2 separate species, C4H9NO3 in total from the Open Molecules 2025 dataset. Energies are from ωB97M-V/def2-TZVPD.

Calculated values
HOMO level	-9.2	eV
orbital gap	5.937	eV

```
! RIJCOSX wB97M-V def2-TZVPD def2/J DEFGRID3
* xyz 0 1
C -0.710 0.007 -0.655
O -1.903 -0.569 -0.401
C -0.067 0.404 0.742
C 1.334 0.722 0.362
C 2.098 -0.344 -0.075
O 3.264 0.004 -0.723
O 1.847 -1.557 0.079
N -0.342 -0.607 1.834
H -0.649 0.933 -1.244
H 0.122 -0.733 -0.941
H -0.564 1.361 1.023
H -4.570 1.197 -1.414
H 1.749 1.751 0.203
H 3.742 -0.757 -0.939
H -1.326 -0.913 1.757
H -4.374 0.500 -1.145
H 0.349 -1.398 1.538
*
```

=====

Q | Here is the molecule C4H9NO3 from the Open Molecules 2025 dataset. Energies are from ωB97M-V/def2-TZVPD.

Calculated values
HOMO level	-8.9	eV
orbital gap	9.638	eV
structure (SMILES)	CN1C(O)(O)[C@]1(C)O

```
! RIJCOSX wB97M-V def2-TZVPD def2/J DEFGRID3
* xyz 0 1
C 0.335 -1.476 -1.258
N 0.036 -0.136 -0.805
C 0.926 0.525 0.121
O 2.032 -0.112 0.610
O 1.200 1.845 -0.187
C -0.412 0.077 0.582
C -1.570 1.035 0.745
O -0.428 -1.004 1.443
H 0.822 -2.075 -0.483
H -0.597 -1.952 -1.561
H 0.994 -1.401 -2.123
H 2.809 0.280 0.191
H 0.657 2.106 -0.940
H -2.506 0.524 0.520
H -1.597 1.392 1.772
H -1.465 1.882 0.075
H -1.238 -1.510 1.296
*
```

=====

R | Here is the molecule C4H9NO3 from the Open Molecules 2025 dataset. Energies are from ωB97M-V/def2-TZVPD.

Calculated values
HOMO level (alpha / beta)	-8.6 / -8.6	eV
orbital gap (alpha / beta)	7.451 / 7.447	eV

```
! RIJCOSX wB97M-V def2-TZVPD def2/J DEFGRID3
* xyz 0 1
C 0.904 -0.513 -0.290
C -1.779 -0.682 1.160
C 1.926 -0.516 -1.336
N -1.201 -0.020 0.003
C 0.150 0.721 0.032
O -2.169 0.786 -0.624
O 0.804 0.820 1.421
O 0.172 1.766 -0.675
H -1.610 1.557 -0.903
H 1.250 1.682 1.376
H 0.811 -1.383 0.351
H -2.612 -1.301 0.827
H -2.128 0.050 1.893
H -1.028 -1.313 1.634
H 1.584 -1.210 -2.119
H 2.050 0.472 -1.780
H 2.876 -0.914 -0.970
*
```

=====

Energies in kJ/mol, measured from the most stable structure: P 449.3; Q 0.0; R 359.9.

=====

P | Here is a structure of composition C4H9NO3 from the Open Molecules 2025 dataset. Energies are from ωB97M-V/def2-TZVPD.

Calculated values
HOMO level	-8.1	eV
orbital gap	8.860	eV

```
! RIJCOSX wB97M-V def2-TZVPD def2/J DEFGRID3
* xyz 0 1
C 1.415 -0.065 0.404
C -0.038 -0.447 -1.980
C -1.637 0.501 1.216
C -0.286 -0.541 -0.492
N 1.525 1.210 0.714
O 2.211 -0.975 0.508
O -0.424 -1.740 0.156
O -1.194 0.359 -0.085
H -0.569 0.379 -2.336
H -0.498 -1.277 -2.370
H 0.972 -0.601 -2.258
H -0.740 0.479 2.022
H -2.417 -0.167 1.489
H -2.209 1.488 1.379
H 0.988 1.990 0.337
H 2.440 1.492 1.046
H 0.460 -2.083 0.249
*
```

=====

Q | Here is a cluster of 2 separate species, C4H9NO3 in total from the Open Molecules 2025 dataset. Energies are from ωB97M-V/def2-TZVPD.

Calculated values
HOMO level	-10.0	eV
orbital gap	10.694	eV
structure (SMILES)	C[C@@H](C=O)NC=O.O

```
! RIJCOSX wB97M-V def2-TZVPD def2/J DEFGRID3
* xyz 0 1
C 1.484 0.098 1.444
C 0.096 0.420 0.886
C 0.339 1.752 0.142
O -0.420 2.686 0.097
N -0.550 -0.534 -0.038
C -0.480 -1.909 0.155
O -0.310 -2.683 -0.752
H 1.569 0.313 2.505
H 2.331 0.486 0.907
H 1.720 -0.980 1.362
H -0.702 0.659 1.595
H 1.263 1.873 -0.453
H -0.312 -0.298 -0.991
H -0.669 -2.239 1.185
O -1.572 0.467 -2.646
H -1.269 -0.417 -2.872
H -2.517 0.307 -2.527
*
```

=====

R | Here is the molecule C4H9NO3 from the Open Molecules 2025 dataset. Energies are from ωB97M-V/def2-TZVPD.

Calculated values
HOMO level	-10.0	eV
orbital gap	10.438	eV
structure (SMILES)	O=CNC(CO)CO

```
! RIJCOSX wB97M-V def2-TZVPD def2/J DEFGRID3
* xyz 0 1
O 3.525 -0.566 -0.030
C 2.395 -0.128 -0.033
N 1.267 -0.730 0.542
C -0.126 -0.139 0.515
C -0.164 1.269 0.284
O -1.496 1.795 0.327
C -0.849 -0.953 -0.617
O -2.226 -0.637 -0.464
H 2.075 0.947 -0.419
H 1.419 -1.517 1.169
H -0.601 -0.394 1.523
H 0.391 1.825 1.095
H 0.292 1.627 -0.627
H -2.152 1.194 0.046
H -0.428 -0.580 -1.578
H -0.564 -2.105 -0.491
H -2.758 -0.907 -1.240
*
```

=====

Energies in kJ/mol, measured from the most stable structure: P 78.0; Q 0.0; R 19.1.

=====

P | Here is the molecule C4H9NO3 from the Open Molecules 2025 dataset. Energies are from ωB97M-V/def2-TZVPD.

Calculated values
HOMO level (alpha / beta)	-9.0 / -9.0	eV
orbital gap (alpha / beta)	8.942 / 8.942	eV

```
! RIJCOSX wB97M-V def2-TZVPD def2/J DEFGRID3
* xyz 0 1
C -0.139 -0.402 0.063
C -0.834 -1.061 -1.081
C -0.450 -0.935 1.410
C 0.410 1.010 0.035
N -0.665 1.797 -0.472
O 1.498 -0.015 -0.876
O 2.721 -0.091 -0.118
O 1.109 1.553 0.930
H 2.609 0.733 0.427
H -0.675 2.748 -0.123
H -1.063 1.663 -1.392
H -0.536 -2.116 -1.118
H -0.573 -0.619 -2.041
H -1.920 -1.012 -0.953
H -1.470 -1.314 1.491
H 0.279 -1.733 1.608
H -0.301 -0.207 2.210
*
```

=====

Q | Here is a cluster of 2 separate species, C4H9NO3 in total from the Open Molecules 2025 dataset. Energies are from ωB97M-V/def2-TZVPD.

Calculated values
HOMO level	-9.6	eV
orbital gap	10.219	eV
structure (SMILES)	CC(=O)NCC=O.O

```
! RIJCOSX wB97M-V def2-TZVPD def2/J DEFGRID3
* xyz 0 1
C 1.032 0.824 0.820
C 0.505 -0.590 0.865
O 1.284 -1.532 0.874
N -0.806 -0.742 1.135
C -1.770 0.362 1.224
C -2.827 0.193 0.109
O -3.267 -0.909 -0.090
H 1.078 1.337 1.766
H 2.028 0.682 0.370
H 0.386 1.402 0.193
H -1.249 -1.683 1.235
H -2.372 0.429 2.128
H -1.334 1.391 1.147
H -3.093 1.089 -0.400
O 3.144 -0.694 -3.908
H 3.882 -0.123 -4.121
H 3.378 -1.435 -3.348
*
```

=====

Energies in kJ/mol, measured from the most stable structure: P 452.2; Q 0.0.

=====

P | Here is a cluster of 2 separate species, Cl2H4Si2 in total from the Open Molecules 2025 dataset. Energies are from ωB97M-V/def2-TZVPD.

Calculated values
HOMO level	-8.0	eV
orbital gap	7.065	eV

```
! RIJCOSX wB97M-V def2-TZVPD def2/J DEFGRID3
* xyz 0 1
Si 1.800 -0.093 0.549
Si -1.455 -0.017 -0.499
Cl -2.520 1.468 0.513
Cl -2.517 -1.688 -0.145
H 1.900 0.216 1.915
H 2.309 -1.259 -0.026
H 1.879 0.969 -0.466
H -1.396 0.405 -1.841
*
```

=====

Q | Here is a cluster of 2 separate species, Cl2H4Si2 in total from the Open Molecules 2025 dataset. Energies are from ωB97M-V/def2-TZVPD.

Calculated values
HOMO level	-8.9	eV
orbital gap	7.862	eV

```
! RIJCOSX wB97M-V def2-TZVPD def2/J DEFGRID3
* xyz 0 1
Si -0.726 -1.068 -0.560
Si 1.926 1.526 2.417
Cl 1.824 0.361 4.163
Cl 1.143 -1.947 -0.286
H -0.801 -0.075 0.562
H -0.746 -0.586 -1.972
H -1.784 -2.101 -0.380
H 1.000 0.861 1.446
*
```

=====

Energies in kJ/mol, measured from the most stable structure: P 57.8; Q 0.0.